<A>
This record from the Open Molecules 2025 dataset describes 3 unconnected molecules or ions with the total composition C2H10NO2. The level of theory is wB97M-V/def2-TZVPD.

Results
M: 80.11 g/mol
Charge: +1
HOMO energy: -14.8 eV
HOMO-LUMO gap: 9.82 eV

Structure (XYZ):
```
15
C2H10NO2 (wB97M-V/def2-TZVPD)
O -0.402 -1.612 -0.457
H 0.086 -2.186 0.130
C 0.696 1.600 0.475
H 0.741 2.666 0.658
H -1.945 2.382 1.222
H -0.583 0.082 0.488
H -0.425 -1.955 -1.357
C -1.365 1.643 1.786
O 1.456 -2.282 -2.724
H 1.455 0.886 0.145
H 2.379 -2.323 -2.506
N -0.387 1.026 0.831
H -0.740 2.071 2.559
H 1.106 -2.895 -3.384
H -2.072 0.898 2.135
```

---

<B>
This record from the Open Molecules 2025 dataset describes 2 unconnected molecules or ions with the total composition C2H10NO2. The level of theory is wB97M-V/def2-TZVPD.

Results
M: 80.11 g/mol
Charge: +1
HOMO energy: -14.6 eV
HOMO-LUMO gap: 10.84 eV

Structure (XYZ):
```
15
C2H10NO2 (wB97M-V/def2-TZVPD)
O 1.173 -1.383 -1.683
H -0.647 0.302 2.046
H -0.862 2.121 -0.623
H 0.649 -2.185 -1.666
H 0.476 1.425 1.400
N -1.281 1.150 -0.578
H 1.847 -0.514 1.854
C -0.384 0.091 -0.053
H -0.827 -0.938 -0.054
H 2.040 -1.740 -1.313
C 0.084 0.396 1.317
H 0.416 -0.263 -0.710
H -2.131 1.147 -0.071
H -1.504 1.009 -1.552
O 0.950 -0.616 1.684
```

---

<C>
This record from the Open Molecules 2025 dataset describes 3 unconnected molecules or ions with the total composition C2H10NO2. The level of theory is wB97M-V/def2-TZVPD.

Results
M: 80.11 g/mol
Charge: +1
HOMO energy: -15.9 eV
HOMO-LUMO gap: 11.28 eV

Structure (XYZ):
```
15
C2H10NO2 (wB97M-V/def2-TZVPD)
O 0.438 2.005 -0.590
H -0.804 -2.224 1.241
H -1.443 1.505 1.280
H 0.920 1.835 -1.388
H 1.503 -0.936 -2.509
N -0.600 -0.209 0.505
H 0.507 -1.301 1.880
H -0.948 0.230 2.489
H -0.019 -0.452 -2.644
O 0.701 -0.699 -2.046
H -0.448 0.138 -0.437
C -0.028 -1.521 0.949
H 0.564 2.941 -0.392
H 0.715 -1.812 0.215
C -1.057 0.502 1.448
```

---

Short version: <B> is the least stable of them.

---

<A>
This record from the Open Molecules 2025 dataset describes C4H5FN2O in the gas phase. The level of theory is wB97M-V/def2-TZVPD.

Results
Structure (SMILES): [H]/N=C(N)/C(F)=C\C=O
M: 116.09 g/mol
Charge: 0
HOMO energy: -9.8 eV
HOMO-LUMO gap: 9.45 eV

Structure (XYZ):
```
13
C4H5FN2O (wB97M-V/def2-TZVPD)
N -0.717 -1.654 0.464
H 1.429 1.785 0.290
N -2.399 -0.341 -0.590
H -2.929 -1.258 -0.451
C 1.907 -0.330 -0.219
C -0.365 0.747 0.072
O 3.108 -0.283 -0.172
H -1.309 -2.511 0.525
C 0.988 0.781 0.128
H 1.364 -1.227 -0.683
F -1.047 1.856 0.200
H 0.043 -1.605 1.150
C -1.234 -0.474 -0.042
```

---

<B>
This record from the Open Molecules 2025 dataset describes C4H5FN2O in the gas phase. The level of theory is wB97M-V/def2-TZVPD.

Results
M: 116.09 g/mol
Charge: 0
HOMO energy (spin up / spin down): -7.6 / -7.6 eV
HOMO-LUMO gap (spin up / spin down): 7.56 / 7.55 eV

Structure (XYZ):
```
13
C4H5FN2O (wB97M-V/def2-TZVPD)
C -2.818 -0.639 0.051
F -3.007 1.521 -0.657
H -0.891 1.876 0.718
O -3.420 -1.632 0.253
H 2.715 -1.585 0.395
H 2.840 -0.789 -1.145
H 1.175 0.935 0.436
H 2.761 0.244 0.234
N 0.927 -0.779 -0.252
C 2.374 -0.756 -0.203
C -2.183 0.477 -0.251
C -0.843 0.822 0.243
N 0.369 0.304 0.180
```

---

Short version: <B> is the least stable of them.

---

<A>
This record from the Open Molecules 2025 dataset describes a molecular structure, C30H27AsGaI2NO2Te. The level of theory is wB97M-V/def2-TZVPD.

Results
M: 959.60 g/mol
Charge: 0
HOMO energy: -7.0 eV
HOMO-LUMO gap: 6.08 eV

Structure (XYZ):
```
65
C30H27AsGaI2NO2Te (wB97M-V/def2-TZVPD)
C -1.750 5.384 -3.453
C 2.325 -0.012 -1.413
I -1.523 -8.102 2.379
C -2.138 -4.991 3.592
C -0.204 3.592 0.202
H -0.015 3.810 -0.841
I -1.107 -4.837 -2.618
C -0.873 4.911 -4.421
H -2.567 -3.722 5.257
H 1.095 1.338 1.649
H 0.232 0.522 -1.442
C -1.787 -3.747 0.081
H 0.981 -3.255 0.080
C 2.785 1.287 -1.204
C -1.495 2.524 1.923
C -0.684 3.111 2.885
C 5.038 0.595 -1.686
H 0.544 -1.167 -1.844
H 1.263 -2.915 1.801
C 1.385 -2.533 0.788
C -1.911 -5.063 2.200
H 2.077 2.065 -0.938
C -2.220 4.533 -2.463
H 1.417 4.824 0.867
C 3.240 -1.000 -1.767
N -2.174 -2.662 2.125
C -1.963 -3.845 1.498
H 2.890 -2.010 -1.953
H 6.088 0.830 -1.795
O -1.881 -2.575 -0.486
H 0.205 3.205 -5.151
C -1.258 2.757 0.567
C -1.422 -6.150 0.105
C -2.386 -2.618 3.420
C -0.473 3.584 -4.395
C 0.370 3.937 2.518
H -2.570 -1.641 3.849
O -3.109 0.217 1.048
H -0.889 2.931 3.934
H -2.072 6.418 -3.472
C -1.634 -6.237 1.453
H 0.995 4.398 3.272
H -0.627 1.700 -3.393
C 0.604 4.176 1.172
C 4.588 -0.700 -1.902
H 4.473 2.603 -1.181
Ga -2.094 -1.122 0.764
H -1.195 -7.043 -0.461
H 2.510 0.261 1.483
H 1.316 -0.002 2.785
C 4.131 1.588 -1.341
C -1.816 3.200 -2.415
C -0.944 2.737 -3.398
C 1.456 0.318 1.754
C -1.491 -4.921 -0.581
H -2.904 4.911 -1.712
As 0.436 -0.851 0.607
C -2.381 -3.787 4.195
C 0.875 -0.330 -1.226
H -2.119 -5.901 4.177
H -2.318 1.875 2.199
H 2.444 -2.374 0.585
Te -2.546 1.876 -0.882
H 5.286 -1.477 -2.184
H -0.508 5.574 -5.195
```

---

<B>
This record from the Open Molecules 2025 dataset describes a molecular structure, C30H27AsGaI2NO2Te. The level of theory is wB97M-V/def2-TZVPD.

Results
M: 959.60 g/mol
Charge: 0
HOMO energy: -7.7 eV
HOMO-LUMO gap: 7.21 eV

Structure (XYZ):
```
65
C30H27AsGaI2NO2Te (wB97M-V/def2-TZVPD)
As -1.014 2.130 0.178
C -2.100 -1.809 -3.028
H -4.384 3.236 1.073
H -3.512 -3.401 3.580
C -2.755 1.995 -0.708
C -1.386 3.118 1.808
C -0.054 3.413 -0.901
H -3.317 -0.038 -2.966
H 1.480 0.650 5.650
H -0.345 -0.887 6.291
H -5.163 6.778 -1.197
H -0.448 3.227 2.351
H -2.687 3.693 -2.825
C -4.238 3.823 0.173
C -3.448 3.315 -0.856
H -0.573 4.369 -0.938
H 1.885 1.114 3.210
H -5.434 -1.246 -3.283
C -0.637 -0.954 2.923
Te -0.265 -0.809 -2.686
H -2.084 2.553 2.426
C -4.683 5.813 -1.101
C 0.273 0.410 -6.846
C -4.501 -1.795 -3.249
O 2.000 0.327 -0.233
O -0.955 -1.172 0.592
H -0.319 2.208 -7.856
H 0.723 -0.031 -7.726
H -3.345 1.274 -0.142
H 0.055 3.003 -1.905
C -0.865 1.532 -4.585
H -5.467 5.436 0.860
C -2.016 -2.189 4.473
H -3.773 5.890 -3.042
C 1.089 0.456 3.539
C -2.696 -2.712 3.409
H -1.174 -3.742 -3.121
H -1.307 1.977 -3.702
C -1.330 -1.517 1.799
C -2.363 -2.384 2.079
C -2.106 -3.193 -3.157
I -3.428 -3.194 0.489
H -1.334 3.211 -5.835
C 0.859 0.185 4.898
H 0.749 -1.263 -5.592
C -4.852 5.061 0.053
C 0.288 -0.285 -5.644
C -3.305 -3.876 -3.322
H -1.801 4.100 1.590
H -5.436 -3.710 -3.501
C -0.311 1.666 -6.918
C -3.292 4.076 -2.012
C -0.880 2.229 -5.785
N 0.355 -0.089 2.601
H -3.299 -4.954 -3.416
I -2.581 -2.747 6.404
H -2.522 1.543 -1.671
C -0.288 0.270 -4.506
C -3.903 5.315 -2.135
C -0.152 -0.668 5.249
Ga 0.472 0.066 0.423
H 0.941 3.522 -0.475
C -4.503 -3.178 -3.368
C -3.306 -1.115 -3.072
C -0.948 -1.281 4.257
```

---

Short version: <B> is the least stable of them.